No. 1
{
  "formula": "C22H28BFN6Os",
  "method": "wB97M-V/def2-TZVPD",
  "symbols": ["Os", "C", "C", "C", "C", "C", "N", "N", "B", "N", "N", "C", "C", "C", "C", "C", "N", "N", "C", "C", "C", "C", "C", "H", "H", "H", "H", "H", "H", "H", "H", "H", "H", "H", "H", "H", "H", "H", "H", "H", "H", "H", "H", "H", "H", "F", "C", "C", "C", "C", "C", "C", "C", "H", "H", "H", "H", "H", "H"],
  "positions_angstrom": [[0.2726, 0.3114, 0.7842], [4.0177, 0.0479, 0.9021], [3.1630, -0.5948, -0.1362], [3.6617, -1.3820, -1.1685], [2.5745, -1.8035, -1.9186], [2.5226, -2.6633, -3.1308], [1.4793, -1.2860, -1.3432], [1.8197, -0.5405, -0.2571], [0.0013, -1.4317, -1.6444], [-0.6482, -2.0829, -0.3679], [-0.5680, -1.4517, 0.8595], [-1.2712, -2.1868, 1.7617], [-1.3511, -1.8265, 3.1994], [-1.7907, -3.2805, 1.1084], [-1.3974, -3.1780, -0.2286], [-1.7252, -4.0783, -1.3668], [-0.6060, -0.0034, -1.8580], [-0.6067, 0.9213, -0.8328], [-1.4810, 1.9168, -1.1635], [-1.7892, 3.0606, -0.2670], [-1.9666, 1.6551, -2.4242], [-1.4230, 0.4270, -2.8218], [-1.6877, -0.3243, -4.0771], [5.0352, -0.3090, 0.7588], [3.7230, -0.2161, 1.9166], [4.0481, 1.1328, 0.7976], [4.6974, -1.6157, -1.3462], [3.5304, -2.9542, -3.4152], [2.0693, -2.1353, -3.9697], [1.9448, -3.5691, -2.9467], [-0.2192, -2.1020, -2.5961], [-1.2652, -0.7497, 3.3356], [-0.5571, -2.3122, 3.7687], [-2.3035, -2.1458, 3.6160], [-2.3860, -4.0666, 1.5410], [-2.3330, -4.9081, -1.0156], [-0.8208, -4.4800, -1.8228], [-2.2844, -3.5465, -2.1364], [-1.4089, 2.9066, 0.7382], [-2.8696, 3.1892, -0.2094], [-1.3636, 3.9848, -0.6589], [-2.6536, 2.2649, -2.9859], [-2.3681, 0.2452, -4.7044], [-2.1403, -1.2940, -3.8704], [-0.7639, -0.4955, -4.6294], [-2.0551, 5.4799, 2.9335], [-1.2297, 4.4626, 2.7703], [-0.0110, 4.6921, 2.1356], [0.8414, 3.6292, 1.9574], [0.5024, 2.3437, 2.4330], [1.4125, 1.2408, 2.2007], [-0.7281, 2.1646, 3.0978], [-1.6083, 3.2190, 3.2533], [0.2365, 5.6911, 1.8033], [1.7957, 3.7810, 1.4677], [1.4240, 0.3856, 2.9071], [2.4203, 1.5375, 1.9413], [-0.9618, 1.2103, 3.5507], [-2.5498, 3.1127, 3.7741]],
  "forces_ev_per_a": [[-0.17, 0.13, 0.85], [0.02, -0.03, 0.00], [0.18, -0.13, -0.12], [-0.13, -0.02, -0.09], [0.04, 0.10, 0.19], [0.01, -0.02, -0.03], [-0.06, 0.05, -0.08], [-0.17, 0.20, 0.28], [-0.18, 0.01, 0.11], [0.05, -0.05, 0.06], [0.19, 0.07, -0.57], [-0.06, 0.00, 0.05], [-0.01, 0.08, 0.03], [0.01, -0.01, 0.02], [0.02, 0.02, -0.14], [-0.05, -0.04, 0.03], [0.12, -0.07, -0.14], [-0.26, -0.22, -0.19], [0.09, 0.10, -0.03], [0.02, 0.00, -0.08], [0.03, -0.13, 0.05], [-0.10, 0.20, 0.06], [0.01, -0.02, -0.01], [-0.01, 0.01, 0.03], [-0.02, 0.01, 0.00], [-0.03, 0.01, 0.00], [0.00, 0.01, 0.01], [0.00, 0.00, 0.00], [0.00, 0.00, 0.00], [0.00, 0.00, 0.00], [0.05, -0.03, -0.01], [0.00, -0.03, 0.04], [0.01, 0.00, -0.02], [0.00, -0.02, 0.00], [0.00, 0.00, 0.01], [0.01, 0.00, 0.00], [0.01, 0.01, 0.01], [0.00, 0.00, 0.00], [-0.04, -0.08, -0.12], [0.00, 0.03, -0.02], [0.00, -0.01, -0.03], [-0.01, -0.01, -0.01], [0.01, 0.00, -0.01], [0.00, 0.01, 0.01], [0.00, -0.01, 0.00], [0.01, 0.00, -0.02], [-0.05, 0.04, 0.12], [0.03, -0.05, 0.00], [-0.02, 0.11, -0.10], [-0.19, -0.05, -0.06], [0.79, -0.20, -0.26], [-0.10, -0.08, -0.03], [0.05, 0.01, 0.06], [0.00, 0.00, 0.00], [0.00, 0.00, 0.01], [-0.17, 0.10, -0.02], [0.04, -0.03, 0.14], [0.02, 0.01, 0.04], [0.00, -0.01, 0.00]],
  "nbo_charge": [1.237, -0.656, 0.225, -0.318, 0.268, -0.657, -0.334, -0.299, 0.501, -0.313, -0.320, 0.233, -0.650, -0.312, 0.314, -0.663, -0.317, -0.321, 0.241, -0.660, -0.315, 0.323, -0.665, 0.263, 0.229, 0.232, 0.257, 0.257, 0.244, 0.242, 0.013, 0.205, 0.260, 0.267, 0.265, 0.258, 0.252, 0.247, 0.220, 0.262, 0.258, 0.264, 0.258, 0.248, 0.255, -0.271, 0.477, -0.261, -0.133, -0.161, -0.518, -0.170, -0.278, 0.269, 0.241, 0.257, 0.253, 0.229, 0.268],
  "relative_energy_kj_mol": 21.93,
  "total_charge": 2,
  "homo_lumo_gap_ev": [6.7621, 6.7624],
  "mol_weight_g_mol": 596.55
}

No. 2
{
  "formula": "C22H28BIN10OTi",
  "method": "wB97M-V/def2-TZVPD",
  "symbols": ["Ti", "C", "N", "C", "C", "N", "N", "C", "N", "N", "H", "H", "H", "H", "H", "H", "H", "H", "H", "H", "H", "I", "C", "H", "H", "B", "C", "N", "H", "H", "H", "N", "C", "O", "C", "C", "N", "C", "N", "H", "H", "C", "C", "C", "C", "C", "C", "N", "C", "C", "C", "C", "C", "C", "H", "H", "H", "H", "H", "H", "H", "H", "H", "H"],
  "positions_angstrom": [[0.9218, 0.5075, -0.5519], [0.5537, -0.1673, 4.1682], [1.9014, -0.1770, 3.6038], [2.8993, 0.5386, 4.4094], [1.9781, 0.0145, 2.2428], [0.9901, 0.1566, 1.4619], [3.2871, -0.0319, 1.7674], [3.7298, 0.1652, 0.4837], [5.1162, 0.1809, 0.4066], [2.9653, 0.3013, -0.5158], [0.6201, -0.4911, 5.2059], [-0.0809, -0.8742, 3.6372], [0.0954, 0.8271, 4.1345], [2.5146, 0.6407, 5.4209], [3.1043, 1.5391, 4.0135], [3.8347, -0.0294, 4.4779], [0.0897, 0.0752, 1.9242], [3.9995, 0.0582, 2.4670], [5.5628, -0.5005, 1.0018], [5.4353, 0.0909, -0.5452], [3.4703, 0.4078, -1.3877], [2.5717, 3.3826, 1.5384], [1.0519, 2.4997, -0.8413], [1.7973, 2.9145, -1.5258], [0.2627, 3.2391, -0.6924], [1.3778, 0.1382, -5.3627], [1.2277, 0.2782, -3.7955], [1.1428, 0.3727, -2.6475], [1.0027, -0.9784, -5.6793], [2.5562, 0.2912, -5.6438], [0.6945, 0.9948, -5.8877], [0.6521, -3.5066, -2.0124], [0.4050, -2.7908, -0.8545], [1.1708, -1.8505, -0.5676], [-0.6691, -3.2504, -0.0370], [-1.5665, -4.2368, -0.5111], [-2.2850, -5.0388, -0.9376], [-0.9022, -2.6828, 1.2365], [-1.0890, -2.2736, 2.3023], [1.2047, -2.9916, -2.6818], [-0.1429, -3.9849, -2.4101], [-3.2724, 1.6172, 3.0398], [-3.7879, 0.6465, 2.1816], [-3.1285, 0.3091, 1.0155], [-1.9112, 0.9224, 0.6484], [-1.4046, 1.8941, 1.5291], [-2.0754, 2.2300, 2.6997], [-1.2177, 0.5533, -0.5071], [-2.0162, 0.3286, -1.6339], [-3.1432, 1.1323, -1.9038], [-3.9290, 0.9352, -3.0266], [-3.6243, -0.0704, -3.9380], [-2.5107, -0.8632, -3.6975], [-1.7293, -0.6741, -2.5682], [-3.7991, 1.8903, 3.9474], [-4.7140, 0.1414, 2.4353], [-3.5340, -0.4628, 0.3733], [-0.4703, 2.3872, 1.2806], [-1.6564, 2.9976, 3.3426], [-3.3809, 1.9335, -1.2149], [-4.7840, 1.5807, -3.2002], [-4.2402, -0.2259, -4.8160], [-2.2458, -1.6465, -4.3988], [-0.8768, -1.3144, -2.4034]],
  "forces_ev_per_a": [[-1.72, -0.05, -1.19], [0.01, 0.03, 0.01], [0.00, 0.29, 0.32], [0.09, -0.10, -0.04], [0.32, -0.08, 0.09], [-0.21, -0.58, 0.85], [-0.03, -0.09, 0.05], [0.18, -0.09, 0.36], [0.13, -0.16, -0.03], [1.05, 0.08, -0.04], [0.02, -0.02, 0.01], [0.00, 0.01, 0.07], [0.02, 0.03, -0.03], [-0.01, -0.03, 0.00], [-0.04, 0.00, -0.01], [-0.01, 0.01, 0.04], [0.06, 0.10, 0.04], [0.01, 0.11, 0.03], [0.05, 0.01, 0.04], [0.09, 0.07, -0.01], [-0.09, -0.03, -0.09], [0.41, 0.47, 0.61], [-0.15, 0.47, -0.47], [0.13, 0.06, 0.15], [-0.02, -0.02, 0.08], [0.03, -0.01, -0.13], [0.17, 0.01, 0.01], [-0.10, -0.38, -0.74], [0.00, 0.00, 0.02], [-0.01, -0.01, 0.03], [0.00, -0.02, 0.00], [-0.14, 0.13, -0.14], [0.12, -0.29, -0.01], [-0.18, 0.19, 0.04], [-0.20, 0.11, 0.03], [0.08, 0.10, 0.08], [0.08, -0.03, 0.01], [0.08, -0.08, -0.08], [-0.03, -0.06, -0.11], [-0.02, 0.09, 0.01], [0.06, -0.09, 0.00], [-0.03, 0.00, -0.04], [0.03, 0.07, -0.01], [0.03, -0.02, 0.07], [-0.10, 0.03, -0.07], [0.04, 0.03, -0.09], [0.00, -0.02, -0.02], [-0.18, -0.31, 0.09], [-0.18, 0.11, 0.19], [0.05, 0.03, -0.07], [0.07, -0.05, 0.03], [-0.03, 0.03, 0.01], [-0.01, 0.01, 0.02], [-0.01, -0.06, 0.00], [0.02, -0.02, 0.00], [0.01, -0.02, -0.02], [0.00, 0.00, -0.01], [-0.05, 0.04, 0.04], [0.04, -0.02, -0.02], [-0.02, 0.00, 0.00], [0.01, 0.01, 0.02], [0.03, 0.00, -0.01], [0.02, 0.00, 0.02], [0.03, 0.02, 0.01]],
  "lowdin_spin": [1.055, 0.001, 0.002, 0.002, 0.005, 0.019, 0.004, 0.006, 0.002, 0.015, 0.000, 0.000, 0.000, 0.000, 0.004, 0.000, 0.005, 0.001, 0.000, 0.000, 0.004, 0.141, 0.565, 0.020, 0.024, 0.007, 0.042, 0.026, 0.001, 0.002, 0.002, 0.000, 0.000, 0.002, 0.000, 0.000, 0.000, 0.000, 0.000, 0.000, 0.000, 0.000, 0.000, 0.000, 0.005, 0.003, 0.000, 0.021, 0.007, 0.001, 0.000, 0.000, 0.000, 0.002, 0.000, 0.000, 0.000, 0.001, 0.000, 0.000, 0.000, 0.000, 0.000, 0.001],
  "relative_energy_kj_mol": 25.87,
  "total_charge": -2,
  "spin_multiplicity": 3,
  "homo_lumo_gap_ev": [4.6933, 5.7973],
  "mol_weight_g_mol": 634.12
}